This record from the Open Molecules 2025 dataset describes a molecular structure, C18H13F8NOPPdSSe2Te at a distorted geometry. The level of theory is wB97M-V/def2-TZVPD.

Cartesian coordinates (Å):
Pd 0.300 -0.017 0.050
F 3.357 -3.492 -3.843
C 2.880 -2.224 -3.871
F 3.838 -1.432 -3.385
F 2.737 -1.919 -5.185
C 1.573 -2.123 -3.147
C 0.545 -2.944 -3.586
C -0.702 -2.921 -2.977
C -0.886 -2.061 -1.909
N 0.102 -1.278 -1.506
C 1.323 -1.253 -2.076
S 2.299 -0.082 -1.258
H 0.729 -3.611 -4.419
H -1.509 -3.553 -3.314
H -1.816 -1.977 -1.358
Se 0.641 1.696 1.789
P 0.710 -0.137 2.970
Se 0.359 -1.976 1.912
C -0.481 -0.032 4.350
C -1.225 1.117 4.579
C -2.162 1.147 5.604
C -2.352 0.034 6.406
C -1.611 -1.119 6.175
C -0.689 -1.156 5.145
C 2.350 -0.247 3.786
C 3.231 0.827 3.813
C 4.460 0.709 4.451
C 4.814 -0.479 5.069
C 3.937 -1.557 5.043
C 2.717 -1.444 4.398
H -1.102 1.975 3.932
H -2.758 2.038 5.756
H -3.091 0.055 7.197
H -1.772 -2.000 6.785
H -0.154 -2.074 4.930
H 2.959 1.751 3.321
H 5.143 1.550 4.454
H 5.774 -0.571 5.562
H 4.212 -2.493 5.512
H 2.055 -2.299 4.337
F -3.679 1.579 1.800
Te -3.593 -0.039 0.861
F -5.353 -0.279 1.450
F -3.844 -1.705 0.017
F -3.143 -0.916 2.450
F -4.409 0.789 -0.610
O -1.935 0.171 0.259

- Charge: -1
- Max |F|: 1.14 eV Å⁻¹
- Relative energy (zero: lowest compared OMol25 entry of this formula, charge and spin): 88.58 kJ/mol
- E: -7561.18020 Eh
- HOMO-LUMO gap: 6.61 eV
- HOMO: -4.7 eV

These are the Löwdin partial charges, in e, on atoms 1 to 6: 0.283 0.124 -0.588 0.118 0.122 -0.119